Entry from the Open Molecules 2025 dataset: a structure of composition C24H21BCl2EuN7O2 (ωB97M-V/def2-TZVPD).

Last column: natural (NBO) charge in e.
Positions of all 58 atoms, in Å:
Eu1 -0.0705 -0.7597 0.1058  1.97
Cl1 3.8251 -1.3014 6.2501  0.00
C1 2.9926 -1.7249 4.7793  -0.05
C2 2.4954 -0.6959 3.9832  -0.26
C3 1.8349 -0.9730 2.7998  0.13
N1 1.1148 -0.0197 2.0238  -0.77
C4 1.0722 1.2835 2.3531  0.63
O1 1.8923 1.9743 2.9224  -0.62
C5 -0.3030 1.9022 2.0766  0.11
C6 -0.5112 3.2366 2.3545  -0.22
C7 -1.8113 3.7279 2.3555  -0.16
C8 -2.8556 2.8522 2.1083  -0.25
C9 -2.5500 1.5431 1.7968  0.05
N2 -1.2986 1.0695 1.7585  -0.48
C10 1.7207 -2.2978 2.3709  0.20
C11 2.1890 -3.3195 3.1794  -0.27
C12 2.8314 -3.0361 4.3850  -0.07
Cl2 3.4080 -4.3682 5.3505  0.01
N3 1.1643 -2.4491 1.0646  -0.80
C13 1.4684 -3.5148 0.2850  0.64
O2 1.8168 -4.6299 0.6017  -0.60
C14 1.5503 -3.1518 -1.1894  0.13
C15 1.6956 -4.1478 -2.1174  -0.21
C16 2.0526 -3.8016 -3.4117  -0.13
C17 2.2594 -2.4707 -3.7200  -0.25
C18 2.0121 -1.5319 -2.7484  0.08
N4 1.6638 -1.8514 -1.4976  -0.51
H1 2.6315 0.3254 4.2957  0.26
H2 0.3528 3.8411 2.6218  0.26
H3 -2.0096 4.7703 2.5923  0.23
H4 -3.8957 3.1718 2.1458  0.23
H5 -3.3427 0.8419 1.5619  0.20
H6 2.0829 -4.3438 2.8602  0.26
H7 1.5933 -5.1740 -1.7874  0.26
H8 2.1852 -4.5662 -4.1680  0.22
H9 2.5501 -2.1515 -4.7115  0.23
H10 2.0851 -0.4824 -2.9757  0.20
C19 -0.6909 4.7859 -2.3593  -0.65
C20 -1.2503 3.4586 -1.9347  0.17
C21 -2.5103 2.9367 -1.9325  -0.32
C22 -2.4286 1.6225 -1.3449  0.22
N5 -1.1370 1.3141 -1.0665  -0.31
N6 -0.4687 2.4600 -1.4257  -0.34
C23 -3.5992 0.7374 -1.0878  -0.67
H11 -1.4858 5.3968 -2.7891  0.24
H12 0.0954 4.6760 -3.1190  0.23
H13 -0.2627 5.3358 -1.5106  0.23
H14 -3.4173 3.4455 -2.2577  0.24
H15 0.5191 2.4933 -1.3200  0.40
H16 -4.4755 1.3539 -0.8724  0.23
H17 -3.4578 0.0685 -0.2655  0.22
H18 -3.8191 0.1244 -1.9615  0.26
B1 -1.1756 -1.1223 -3.3954  -0.58
C24 -1.4057 -1.7839 -1.9822  0.36
N7 -1.5583 -2.1996 -0.9177  -0.62
H19 -0.2759 -0.3408 -3.2443  0.00
H20 -0.8709 -2.0021 -4.1872  0.04
H21 -2.2176 -0.5372 -3.6815  0.02

## Properties
LUMO (alpha / beta) ... -0.5 / -3.5 eV
Largest force on an atom ... 6.524 eV/A
Expectation value of S² ... 12.04
2S+1 ... 7